(1)
18
Properties=species:S:1:pos:R:3:mulliken_charge:R:1 method="wB97M-V/def2-TZVPD" homo_ha="-0.2345 / -0.2472" homo_lumo_gap_ev="6.899 / 7.284" total_charge=0 e_lumo_ha="0.0190 / 0.0205" max_force_ev_per_a=1.006 relative_energy_ev=4.5978 total_energy_ev=-10370.7074
C -0.72770 1.63364 -0.11513 -0.55
C -0.42486 -1.35670 -1.48629 -1.29
C 0.42333 -0.18013 1.15263 0.66
N 1.59305 -0.12991 0.40780 -0.49
C -1.04709 0.36389 0.40115 0.27
C -0.92370 -0.98637 -0.13181 -0.45
O 0.02871 1.75269 -1.25760 -0.45
N 0.33389 -0.42118 2.40095 -0.77
H 0.31758 2.66544 -1.36261 0.31
H -0.78772 2.50000 0.53081 0.32
H 2.41114 0.13567 0.93602 0.24
H 1.53379 0.32285 -0.49400 0.21
H 1.24382 -0.55782 2.83843 0.21
H -1.74808 0.43805 1.22544 0.31
H -1.34879 -1.76032 0.49417 0.46
H -1.13293 -2.03779 -1.96516 0.42
H 0.54138 -1.87799 -1.42473 0.28
H -0.28583 -0.50404 -2.15009 0.29

=====

(2)
21
Properties=species:S:1:pos:R:3:mulliken_charge:R:1 method="wB97M-V/def2-TZVPD" homo_ha=-0.3547 homo_lumo_gap_ev=10.780 total_charge=0 e_lumo_ha=0.0414 max_force_ev_per_a=0.282 relative_energy_ev=0.7485 smiles=CC[C@@]1(C)C[C@H]1C total_energy_ev=-7485.5459
C -1.00468 1.75838 0.84379 -1.06
C -0.04671 1.32980 -0.28306 -0.86
C -0.06659 -0.16103 -0.62733 1.30
C -1.25333 -0.56648 -1.48424 -1.55
C 1.24283 -0.82912 -0.97160 -1.09
C 0.51664 -1.21217 0.29096 0.23
C 1.12671 -0.92271 1.64648 -1.53
H -0.99466 2.84851 0.97282 0.37
H -2.03573 1.46238 0.62485 0.29
H -0.72450 1.31755 1.80739 0.24
H -0.31872 1.84633 -1.20889 0.38
H 0.96883 1.66607 -0.03508 0.33
H -1.24941 -0.02147 -2.43784 0.35
H -2.21860 -0.36759 -1.00227 0.32
H -1.22808 -1.63480 -1.72898 0.40
H 1.25647 -1.52332 -1.80844 0.29
H 2.16150 -0.25329 -0.86216 0.27
H -0.00674 -2.16774 0.25126 0.35
H 0.36165 -0.86557 2.42961 0.32
H 1.68833 0.01830 1.65818 0.29
H 1.82478 -1.72203 1.92454 0.40

=====

(3)
11
Properties=species:S:1:pos:R:3:mulliken_charge:R:1 method="wB97M-V/def2-TZVPD" homo_ha="-0.2979 / -0.2977" homo_lumo_gap_ev="7.768 / 7.758" total_charge=0 e_lumo_ha="-0.0124 / -0.0126" max_force_ev_per_a=0.704 relative_energy_ev=4.4075 total_energy_ev=-7762.1190
C -0.92918 0.28956 -0.90733 -0.64
N -0.94866 -0.68465 -0.02123 -0.13
C 0.03128 -0.88284 1.22044 0.46
O -0.21751 -1.85269 1.87464 -0.50
C 1.03812 0.12093 1.21824 -0.18
C 1.35323 0.86036 0.19295 -0.56
H -1.01898 0.05942 -1.96553 0.33
H 0.81470 0.66895 -0.81922 0.22
H -1.05931 1.31551 -0.57618 0.45
H -1.06167 -1.62870 -0.38986 0.27
H 1.99799 1.73416 0.17307 0.28

=====

(4)
143
Properties=species:S:1:pos:R:3:mulliken_charge:R:1 method="wB97M-V/def2-TZVPD" homo_ha=-0.3143 homo_lumo_gap_ev=8.893 total_charge=0 e_lumo_ha=0.0125 max_force_ev_per_a=2.671 total_energy_ev=-1056955.2897
C 1.34581 1.82254 4.72413 -0.89
C 0.23535 1.54186 5.40030 0.31
C -1.10286 2.08416 5.07183 0.75
O -2.02831 1.90780 5.85647 -0.61
O -1.26223 2.79853 3.92855 -0.37
C -2.37115 2.32976 3.11166 -0.35
C -2.04216 2.72720 1.68699 0.39
C -3.19754 2.52635 0.70278 -0.90
C -3.74085 1.07292 0.66418 -0.30
C -3.61308 0.40988 -0.71096 -0.50
C -2.19594 -0.08640 -1.10922 0.64
Si -1.88061 -1.91459 -0.89827 0.19
C -2.95376 -3.00400 -1.98629 -1.13
C -4.46108 -2.78089 -1.77841 -0.70
O -4.92784 -1.88419 -2.82316 -0.67
O -0.30371 -2.14289 -1.38335 -0.19
C 0.08498 -3.51183 -1.56556 -0.72
C 1.56504 -3.70073 -1.24213 0.29
N 2.25983 -4.32954 -2.36314 -0.36
C 3.60358 -4.76523 -1.99104 -0.88
C 4.69534 -3.87511 -2.64664 0.35
C 4.87842 -2.61512 -1.79847 -1.33
O 4.28399 -3.48005 -3.95178 -0.62
O -2.05873 -2.46704 0.67318 -0.14
Si -1.13316 -1.73646 1.84222 0.13
C -1.19213 -2.82504 3.38051 -0.84
O -0.30467 -2.21484 4.34354 -0.32
O -1.12414 -1.32454 5.08777 -0.13
O 0.47889 -1.58648 1.45294 -0.22
C 0.95902 -0.23417 1.60963 0.31
C 2.32995 -0.05836 0.96991 0.92
C 3.24592 -1.28039 1.21339 -1.63
C 2.21560 0.20702 -0.54689 1.50
C 2.64449 1.61318 -0.99574 0.59
C 1.58142 2.67803 -0.70827 -1.62
C 3.99661 2.07565 -0.44917 -1.76
H 1.35678 2.40171 3.80957 0.30
H 2.29955 1.43955 5.06353 0.30
H 0.29301 0.88574 6.25754 -0.12
H -2.41701 1.25484 3.26670 0.35
H -3.29954 2.80248 3.43158 0.20
H -1.78625 3.78928 1.71618 0.57
H -1.14700 2.20914 1.34069 -0.77
H -4.00812 3.18804 1.01050 0.21
H -2.91169 2.80501 -0.31193 0.55
H -4.81584 1.13860 0.85520 0.15
H -3.33134 0.49432 1.48787 0.07
H -4.38947 -0.35287 -0.77916 -0.28
H -3.88665 1.17882 -1.43742 0.49
H -2.06479 0.11561 -2.17696 0.74
H -1.41902 0.50687 -0.61706 -0.59
H -2.73446 -4.03061 -1.67619 0.33
H -2.66711 -2.95705 -3.03640 0.50
H -5.03161 -3.69289 -1.92153 0.64
H -4.70037 -2.39483 -0.79476 0.28
H -4.21196 -1.25281 -2.94673 0.34
H -0.18581 -3.85207 -2.56643 0.36
H -0.48511 -4.10756 -0.84371 0.39
H 1.63166 -4.36671 -0.36934 0.27
H 1.98174 -2.73226 -0.97455 -0.51
H 1.73998 -5.12355 -2.70542 0.29
H 3.78320 -5.79253 -2.30822 0.49
H 3.74539 -4.66592 -0.91189 0.25
H 5.63887 -4.42534 -2.70888 0.38
H 5.67011 -1.96703 -2.17780 0.60
H 5.05223 -2.87475 -0.75508 0.46
H 3.94161 -2.05445 -1.86015 0.12
H 4.44396 -2.53574 -4.00812 0.23
H -1.63539 -0.42210 2.25331 0.14
H -0.89229 -3.84840 3.15509 0.38
H -2.20355 -2.79505 3.78464 0.34
H -1.32102 -1.75970 5.93279 0.12
H 0.94516 0.06309 2.66167 -0.02
H 0.26058 0.43374 1.09578 -0.22
H 2.81988 0.76849 1.48528 0.74
H 4.11315 -1.14414 0.56755 0.30
H 3.61061 -1.23661 2.24050 0.41
H 2.73595 -2.21312 0.99846 0.34
H 1.15901 0.11025 -0.81097 -0.72
H 2.73240 -0.53930 -1.15233 -1.45
H 2.74135 1.58011 -2.08598 0.50
H 1.38444 2.79425 0.35790 0.09
H 1.96954 3.63350 -1.06828 0.55
H 0.68143 2.45782 -1.28212 0.35
H 4.24688 3.02721 -0.92117 0.56
H 4.81293 1.37796 -0.63629 0.48
H 3.93490 2.27881 0.62076 0.42
Br -0.24049 -0.85187 8.02199 0.01
C -0.46484 -2.11790 9.48078 -0.55
C -0.63437 -3.51927 8.95898 -0.65
Br -2.41634 -3.79727 8.22730 -0.14
H -1.30949 -1.77481 10.06906 0.38
H 0.44282 -2.04118 10.07572 0.34
H -0.53681 -4.24165 9.76637 0.38
H 0.06977 -3.76173 8.16957 0.37
Br -5.14583 5.86479 -1.00154 -0.14
C -7.04481 5.47971 -0.81841 -0.55
C -7.31320 4.57011 0.34951 -0.72
Br -6.82808 2.73105 -0.05617 -0.01
H -7.37467 5.06078 -1.76336 0.36
H -7.51990 6.44615 -0.66466 0.36
H -8.37702 4.54378 0.57575 0.38
H -6.76178 4.85308 1.24038 0.40
Br 8.26113 1.11041 -1.50411 -0.17
C 7.05772 2.19329 -2.58549 -0.02
C 5.68342 1.58737 -2.65809 0.54
Br 5.63576 0.06599 -3.87100 -0.17
H 7.52345 2.30157 -3.56067 -0.26
H 7.02035 3.16145 -2.08971 0.44
H 4.97111 2.30033 -3.06864 0.47
H 5.32478 1.23230 -1.69647 -1.12
Br -7.02289 -2.03683 -1.48022 -0.06
C -8.33358 -1.41743 -0.16657 -0.25
C -9.74849 -1.58476 -0.64988 -0.50
Br -10.22174 -0.22461 -1.96321 -0.17
H -8.08474 -0.38545 0.05579 0.08
H -8.16347 -2.02848 0.71757 0.39
H -10.45166 -1.44671 0.16753 0.13
H -9.92280 -2.54859 -1.11695 0.43
Br -9.10135 0.00111 2.88878 -0.09
C -10.84945 -0.54742 3.54602 -0.64
C -10.83487 -1.96786 4.04511 -0.55
Br -10.83111 -3.25139 2.58285 -0.14
H -11.55460 -0.38739 2.73666 0.38
H -11.07511 0.13590 4.36180 0.36
H -11.74036 -2.18082 4.60902 0.35
H -9.96677 -2.18851 4.65735 0.37
Br 5.34292 1.09574 -8.36322 -0.14
C 7.27605 0.89914 -8.27322 -0.64
C 7.76272 0.86339 -6.85007 -0.31
Br 7.76355 2.63545 -6.04573 -0.14
H 7.70314 1.71546 -8.84636 0.37
H 7.49201 -0.04421 -8.77006 0.38
H 8.79871 0.53237 -6.81006 0.38
H 7.15800 0.23161 -6.20934 0.03
Br 10.64151 3.53052 -4.03563 -0.10
C 10.83439 5.05949 -5.22048 -0.54
C 11.96884 4.87121 -6.19105 -0.59
Br 13.69653 5.13858 -5.33784 -0.14
H 10.95774 5.93357 -4.58961 0.40
H 9.88776 5.12822 -5.75417 0.26
H 11.92059 5.61791 -6.98068 0.36
H 11.98465 3.87951 -6.63094 0.34

=====

(5)
11
Properties=species:S:1:pos:R:3:mulliken_charge:R:1 method="wB97M-V/def2-TZVPD" homo_ha=-0.3660 homo_lumo_gap_ev=10.332 total_charge=0 e_lumo_ha=0.0137 max_force_ev_per_a=3.173 relative_energy_ev=3.3835 total_energy_ev=-11722.5736
H -1.62381 2.27780 -0.29746 0.26
N -0.71861 1.85957 -0.09620 -0.63
C -0.74052 0.60243 0.07301 0.51
O -1.88146 -0.27365 0.05629 -0.21
N -1.45236 -1.56926 -0.22876 -0.30
C -0.19378 -1.53954 0.07984 -0.06
N 0.30605 -0.19276 0.43713 0.03
C 1.58377 0.30667 0.04197 0.06
O 2.44569 -0.48564 -0.17737 -0.45
H 0.47527 -2.40380 0.11242 0.40
H 1.79975 1.41817 -0.00085 0.39

=====

(6)
14
Properties=species:S:1:pos:R:3:mulliken_charge:R:1 method="wB97M-V/def2-TZVPD" homo_ha=-0.2660 homo_lumo_gap_ev=7.960 total_charge=0 e_lumo_ha=0.0265 max_force_ev_per_a=0.485 relative_energy_ev=3.7248 total_energy_ev=-8832.4780
O -2.13058 0.05536 1.37973 -0.56
C -1.25091 -0.06994 0.56208 0.39
C -0.98219 0.77764 -0.64739 -0.54
C 0.45473 1.24800 -0.57676 -0.69
C 1.41847 0.35423 -0.28167 0.04
C 1.16042 -1.01260 0.07125 -0.85
N -0.30325 -1.13393 0.70390 -0.03
H -1.70779 1.59291 -0.65204 0.30
H -1.14459 0.16428 -1.55317 0.23
H 0.68040 2.27882 -0.82667 0.35
H 2.46714 0.64378 -0.34334 0.37
H 1.82564 -1.51993 0.76312 0.21
H -0.10852 -1.75392 -0.18998 0.51
H -0.37897 -1.62468 1.59094 0.25

=====

Repeat the sixth record exactly.
14
Properties=species:S:1:pos:R:3:mulliken_charge:R:1 method="wB97M-V/def2-TZVPD" homo_ha=-0.2660 homo_lumo_gap_ev=7.960 total_charge=0 e_lumo_ha=0.0265 max_force_ev_per_a=0.485 relative_energy_ev=3.7248 total_energy_ev=-8832.4780
O -2.13058 0.05536 1.37973 -0.56
C -1.25091 -0.06994 0.56208 0.39
C -0.98219 0.77764 -0.64739 -0.54
C 0.45473 1.24800 -0.57676 -0.69
C 1.41847 0.35423 -0.28167 0.04
C 1.16042 -1.01260 0.07125 -0.85
N -0.30325 -1.13393 0.70390 -0.03
H -1.70779 1.59291 -0.65204 0.30
H -1.14459 0.16428 -1.55317 0.23
H 0.68040 2.27882 -0.82667 0.35
H 2.46714 0.64378 -0.34334 0.37
H 1.82564 -1.51993 0.76312 0.21
H -0.10852 -1.75392 -0.18998 0.51
H -0.37897 -1.62468 1.59094 0.25